Record 1
Below is a cluster of 2 separate species, C5H13O2 in total, with properties calculated with wB97M-V/def2-TZVPD.

XYZ file:
```
20
Properties=species:S:1:pos:R:3:forces:R:3
C 0.327312 1.567020 0.575518 -0.61 0.27 0.12
O -0.878775 1.420822 1.209915 0.35 -0.25 -0.16
C 0.924279 0.248859 0.068040 -0.05 0.04 -0.47
C 0.147759 -0.337987 -1.133231 -0.14 -0.59 0.17
C -0.050382 -1.860598 -0.962357 0.38 0.31 -0.09
C 0.823715 -0.035642 -2.480652 -0.09 -0.06 0.20
H 0.241600 2.229532 -0.325269 0.06 0.00 0.05
H 1.076766 2.079233 1.220478 0.18 -0.13 -0.02
H 0.903748 -0.497539 0.862636 0.14 0.16 0.22
H 1.966108 0.436831 -0.226836 0.06 -0.18 0.05
H -0.859786 0.086314 -1.120173 0.07 0.21 0.07
H -0.821402 -2.243414 -1.636329 0.02 -0.02 -0.04
H 0.888503 -2.380729 -1.190586 -0.04 -0.07 0.05
H -0.323940 -2.089555 0.067285 -0.12 0.00 -0.01
H 0.631978 -0.814971 -3.224723 -0.18 0.05 -0.01
H 1.905878 -0.004432 -2.336554 0.05 0.08 -0.11
H 0.487715 0.918355 -2.888895 0.15 0.06 -0.02
H -2.035841 -0.870828 2.433876 -0.24 0.07 -0.09
H -0.899005 0.151522 1.989952 -0.53 -0.02 0.15
O -1.094549 -0.741100 2.531033 0.55 0.06 -0.05
```
Forces are in eV/Å.

Properties
F_max, eV/Å: 0.68
HOMO-LUMO gap, eV: 7.13
DFT total energy, Eh: -348.79431
Total charge: -1
LUMO, Eh: 0.144

---

Record 2
Below is a structure of composition C18H41N2P3SSeSm, with properties calculated with wB97M-V/def2-TZVPD.

XYZ file:
```
67
Properties=species:S:1:pos:R:3:forces:R:3
Sm 0.117398 0.840354 1.030270 -3.39 -0.71 1.27
P -2.582527 -0.045838 0.562432 -0.58 -0.14 -0.05
P 0.281119 -1.778540 2.228935 0.42 -1.11 0.99
P -0.574247 1.977908 -1.512983 -0.29 1.09 -1.19
H 4.431320 1.229584 1.259964 -0.54 -0.16 -0.80
C 3.613111 1.810794 0.800205 -0.58 0.05 -0.40
C 2.333570 1.369296 0.568090 3.68 1.23 -0.22
H 2.153546 0.295057 0.289761 0.49 0.75 0.41
C -3.118445 -1.280614 -0.663534 0.20 -0.09 0.02
C -3.174889 -0.790651 2.123933 0.03 -0.08 0.13
C -3.779459 1.321488 0.313461 0.06 0.07 0.27
C 2.059843 -2.198787 2.383512 0.14 0.29 -0.31
C -0.122698 -1.447642 3.997348 -0.13 0.30 -0.18
C -0.402668 -3.465935 2.009056 -0.25 0.04 -0.63
C 0.889359 2.666102 -2.376238 0.20 -0.25 0.22
C -1.484715 3.538581 -1.155607 0.06 -0.14 0.25
C -1.526995 1.362855 -2.951220 -0.05 -0.51 0.17
H 3.923261 2.837660 0.480875 -0.63 -0.63 1.00
H 1.623049 2.214819 0.377529 0.87 -0.47 -1.06
H -4.161372 -1.566554 -0.458216 0.32 0.08 -0.17
H -2.469224 -2.160893 -0.587385 -0.21 0.07 -0.07
H -3.022589 -0.872510 -1.675471 -0.10 -0.15 0.18
H -4.243443 -1.003156 1.996947 0.18 -0.06 0.18
H -3.043597 -0.111884 2.978243 -0.06 -0.20 -0.24
H -2.636999 -1.729846 2.325513 -0.31 0.34 -0.06
H -4.742097 1.007092 0.735269 0.07 0.11 -0.26
H -3.893079 1.548990 -0.751772 -0.08 -0.07 0.24
H -3.433718 2.228088 0.829684 -0.11 -0.23 -0.23
H 2.163536 -3.110924 2.985720 0.06 0.29 -0.12
H 2.604517 -1.372709 2.863360 -0.06 -0.27 -0.09
H 2.482345 -2.370584 1.383961 -0.01 -0.08 0.28
H -0.129242 -2.402290 4.537352 0.07 0.25 -0.03
H -1.102087 -0.969357 4.104448 0.13 -0.16 0.05
H 0.637241 -0.784559 4.424682 -0.09 -0.14 0.05
H 0.123411 -4.144522 2.699429 -0.21 0.31 -0.19
H -0.212347 -3.792310 0.976428 -0.07 -0.03 0.29
H -1.483869 -3.516403 2.194834 0.34 0.01 -0.03
H 0.566763 3.153834 -3.305144 0.13 -0.07 0.26
H 1.592930 1.858446 -2.607456 -0.05 0.18 -0.07
H 1.388472 3.396030 -1.728647 -0.03 -0.04 -0.21
H -1.445041 4.161838 -2.058908 -0.04 -0.07 0.28
H -1.012771 4.063441 -0.315619 -0.13 0.08 -0.23
H -2.528682 3.336554 -0.891902 0.29 0.12 -0.12
H -1.505494 2.134441 -3.736691 -0.02 -0.25 0.31
H -2.568812 1.154022 -2.674821 0.27 0.07 -0.14
H -1.066983 0.440724 -3.330905 -0.21 0.25 0.00
C 2.694414 -2.293447 -3.739313 1.11 -0.42 -0.62
C 3.811902 -2.375119 -2.896046 -0.05 0.35 -0.60
C 5.099776 -2.322892 -3.438871 -0.18 -0.01 -0.66
C 5.266760 -2.246850 -4.838766 -0.51 -0.21 0.56
C 4.145392 -2.372399 -5.674883 0.23 0.07 0.12
C 2.857413 -2.388400 -5.137696 -0.08 0.25 0.73
Se 0.945653 -1.963932 -3.040132 -0.16 0.22 0.18
H 0.916894 -0.643244 -3.694463 -0.18 -0.07 0.12
H 3.681108 -2.437000 -1.826502 -0.02 0.10 0.15
H 5.965359 -2.334849 -2.773190 -0.25 0.02 -0.27
H 6.258910 -2.103294 -5.265492 -0.25 -0.25 0.10
H 4.277672 -2.447876 -6.757949 -0.05 0.15 0.41
H 1.970271 -2.421209 -5.773411 0.37 -0.02 0.08
N -1.709954 2.144902 5.163550 0.17 0.61 -0.93
C -2.154381 2.434713 3.923763 -1.16 -0.93 1.38
N -3.493676 2.422401 3.757610 0.97 0.53 -0.32
S -1.050445 2.762905 2.642390 0.11 -0.21 -0.27
H -2.278754 2.323432 5.985302 -0.03 -0.28 -0.13
H -0.711859 2.102931 5.310719 -0.08 0.26 0.07
H -3.894982 2.585749 2.841412 0.17 0.23 0.31
H -4.114178 2.541988 4.553246 0.09 -0.24 -0.13
```
Forces are in eV/Å.

Properties
F_max, eV/Å: 3.89
HOMO-LUMO gap (spin up / spin down), eV: 4.39 / 5.42
<S²>: 8.766
DFT total energy, Eh: -5300.63032
Multiplicity: 6
Total charge: +3
LUMO (spin up / spin down), Eh: -0.392 / -0.355

---

Record 3
Below is an isolated molecule of C5H6O3, with properties calculated with wB97M-V/def2-TZVPD.

XYZ file:
```
14
Properties=species:S:1:pos:R:3:forces:R:3
C -2.107371 0.055942 -0.650619 4.60 -1.72 6.95
C -1.390002 -0.167830 0.349002 -5.74 -0.67 -5.75
C -0.269955 -0.455526 1.137266 -0.12 -0.92 5.89
C 1.016866 -0.863906 -0.607672 -2.36 -0.75 -1.23
C 0.700447 1.207578 -0.013521 0.58 3.54 3.35
H -2.780368 0.286484 -1.333133 -2.65 0.92 -2.80
H -0.428098 -0.890208 2.179766 -0.79 0.81 -1.16
H -0.001763 -0.729576 -1.322241 2.82 -0.44 1.91
H 1.555996 -1.687126 -0.986782 1.49 -0.10 -0.86
H -0.135607 1.375002 -0.700704 0.47 0.31 0.21
H 1.328359 2.001040 0.376143 -0.67 1.38 -1.00
O 0.670282 -1.342832 0.689322 -0.15 0.30 -2.43
O 1.642300 0.377358 -0.447771 1.09 -3.05 -1.73
O 0.198919 0.833597 1.330944 1.43 0.38 -1.36
```
Forces are in eV/Å.

Properties
F_max, eV/Å: 8.51
HOMO-LUMO gap, eV: 10.87
DFT total energy, Eh: -419.65757
Total charge: 0
LUMO, Eh: 0.030

---

Taking the records one at a time from the top gives ΔE to the lowest compared entry with this formula, charge and spin values of 0.151; 0.464; 4.948 eV.